Model A:
DFT (the ωB97M-V functional and the def2-TZVPD basis) results for a molecular structure, C44H57BN6O3PS3Tc.

XYZ file:
```
116
C44H57BN6O3PS3Tc the ωB97M-V functional and the def2-TZVPD basis
Tc 1.07735 0.84755 -2.24650
C 4.25824 -0.45979 0.37186
C 2.84407 -0.92935 0.74875
C 2.65584 -2.23349 0.94852
C 1.33499 -2.72475 1.08717
N 0.31997 -1.93967 0.99704
N 0.49612 -0.60617 0.85128
B -0.90863 0.03163 0.90248
N -0.93243 1.59433 0.90039
N -0.51035 2.02309 2.11470
C -0.29047 3.28304 2.27573
C -0.52306 4.20647 1.26929
C -0.91582 3.78985 0.05167
C -0.98954 4.77802 -1.07785
C -1.05777 2.37139 -0.16199
S -1.22708 1.80958 -1.79518
C 0.31699 3.65589 3.64144
C -0.58888 4.71347 4.35346
C 1.66898 4.35332 3.40961
C 0.47086 2.40560 4.47891
N -1.66443 -0.62341 2.04485
N -1.39745 -0.74143 3.31718
C -2.14232 -1.62977 3.93505
C -3.27968 -2.23603 3.33512
C -3.53726 -2.10640 2.00204
C -4.84611 -2.43990 1.28325
C -2.58366 -1.25133 1.35607
S -2.25514 -0.76012 -0.24676
C -1.89034 -2.02441 5.39637
C -3.10894 -1.62482 6.23428
C -1.64785 -3.53720 5.42733
C -0.68402 -1.31181 5.95470
C 1.70135 -0.05156 0.65766
S 1.88347 1.51652 0.02773
C 0.97589 -4.19080 1.28992
C 1.89762 -5.05039 0.47429
C 1.28590 -4.43650 2.77817
C -0.51764 -4.42190 1.01017
H 4.94037 -1.26439 0.63507
H 4.45022 0.51080 0.86758
H 4.20661 -0.22704 -0.71496
H 3.51870 -2.80315 0.90678
H -0.22419 5.21728 1.43572
H -1.16160 5.80428 -0.81689
H -1.84286 4.53161 -1.72064
H -0.05364 4.74682 -1.63758
H -0.55802 5.70591 3.76391
H -0.27270 4.91927 5.39873
H -1.59598 4.33008 4.43338
H 1.49874 5.33852 2.98529
H 2.33925 3.72308 2.84186
H 2.14206 4.51059 4.39448
H -0.50505 2.02387 4.70171
H 0.92776 2.67704 5.43065
H 1.01386 1.60221 4.06808
H -3.92762 -2.86275 3.93711
H -5.33876 -1.44298 1.15188
H -5.46986 -3.09435 1.90284
H -4.59672 -2.83677 0.29347
H -4.02830 -2.22030 6.00760
H -3.33521 -0.52954 6.16171
H -2.84349 -1.86019 7.32055
H -2.54095 -4.10717 5.12166
H -1.34312 -3.90492 6.40554
H -0.92973 -3.75153 4.67168
H -0.76422 -0.20216 5.96563
H 0.23863 -1.47313 5.37191
H -0.57562 -1.63601 6.94811
H 2.91529 -4.94367 0.83493
H 1.86726 -4.64493 -0.55455
H 1.56405 -6.08659 0.46900
H 2.32546 -4.32504 3.00184
H 1.12746 -5.48057 2.96574
H 0.67058 -3.80616 3.43444
H -0.90957 -3.96995 0.11309
H -1.13191 -3.99502 1.80443
H -0.73769 -5.46954 1.03313
O 0.56907 -3.18831 -2.15000
C 1.00005 -2.13202 -2.52577
O 1.51957 -1.19143 -1.77215
C 1.03836 -1.84377 -4.03341
P 0.38458 -0.19467 -4.24478
C -1.39232 -0.38568 -4.61682
C -2.06617 -1.51463 -4.18491
C -3.45387 -1.48058 -4.15161
C -4.17070 -0.36884 -4.51690
C -3.46260 0.71833 -5.05512
C -2.07187 0.70075 -5.11171
C 1.28690 0.65954 -5.46431
C 2.59408 1.16367 -4.92026
C 3.23991 2.19279 -5.85111
C 2.76821 2.54598 -7.04876
C 1.63523 1.84431 -7.53043
C 0.89128 0.97192 -6.71085
H 0.54566 -2.54624 -4.63616
H 2.10580 -1.84997 -4.37419
H -1.59113 -2.45472 -3.93239
H -3.94671 -2.37518 -3.74509
H -5.27257 -0.35785 -4.44951
H -3.97303 1.63471 -5.37543
H -1.57755 1.63628 -5.38748
H 3.22957 0.23064 -5.01837
H 4.07870 2.68490 -5.46788
H 3.22294 3.27817 -7.67295
H 1.20257 2.04815 -8.49115
H -0.01155 0.58267 -7.14725
C 1.00112 3.48060 -4.09430
O 1.79491 2.77280 -3.15360
C 2.58998 1.59285 -3.44714
C 4.05698 1.76537 -2.96544
H 1.52506 4.36950 -4.42798
H 0.11589 3.79719 -3.53280
H 0.70485 2.95140 -4.99289
H 4.43351 2.61617 -3.51424
H 4.61885 0.85841 -3.13744
H 4.08817 2.03452 -1.88063
```

Output
* <S²>: 3.811
* 2S+1: 4
* total charge: +1


Model B:
DFT (the ωB97M-V functional and the def2-TZVPD basis) results for a molecular structure, C44H57BN6O3PS3Tc.

XYZ file:
```
116
C44H57BN6O3PS3Tc the ωB97M-V functional and the def2-TZVPD basis
Tc 13.55015 15.81439 11.47321
C 11.24800 14.68864 6.54609
C 11.65772 13.62456 7.52125
C 11.11664 12.38013 7.60846
C 11.47230 11.46641 8.67872
N 12.48411 11.74408 9.40275
N 13.13420 12.90346 9.21877
B 14.36986 13.01738 10.22138
N 15.66634 13.50360 9.58841
N 15.90477 12.92529 8.41034
C 17.04252 13.25689 7.78422
C 17.84639 14.27989 8.32120
C 17.66680 14.79110 9.58717
C 18.44841 15.99821 10.12758
C 16.38996 14.46765 10.19584
S 15.83379 15.10749 11.70027
C 17.26375 12.55892 6.43112
C 16.82952 11.08800 6.51017
C 16.43981 13.36319 5.37959
C 18.72708 12.69643 6.14089
N 14.31010 12.38889 11.47774
N 15.53283 11.72081 11.90620
C 15.73759 11.34012 13.14374
C 14.71468 11.41962 14.14650
C 13.47709 12.04100 13.73270
C 12.36701 12.03671 14.72332
C 13.44456 12.71824 12.54423
S 12.25663 13.94835 12.25998
C 17.21182 11.00707 13.47681
C 17.60113 11.40273 14.89500
C 17.37675 9.48874 13.29037
C 18.18848 11.68146 12.49580
C 12.75722 13.91933 8.44609
S 13.52870 15.40773 8.76079
C 10.68947 10.14937 8.87820
C 9.22335 10.38624 8.58175
C 10.81426 9.66902 10.32475
C 11.26846 9.06074 7.90397
H 10.53024 14.37344 5.81042
H 12.26702 14.96405 6.12740
H 10.84324 15.52704 7.13365
H 10.39747 11.99366 6.91738
H 18.76225 14.57176 7.75402
H 18.62461 16.69066 9.29416
H 19.42722 15.65910 10.55702
H 17.89928 16.61467 10.85922
H 15.76094 11.04604 6.63936
H 17.27610 10.52377 7.35149
H 17.06768 10.57634 5.57923
H 15.39871 13.33614 5.53563
H 16.54911 12.90149 4.39736
H 16.75321 14.42342 5.33892
H 19.38379 12.22162 6.85838
H 19.03328 13.69825 5.91807
H 18.97586 12.13596 5.23058
H 14.92215 11.03560 15.15441
H 12.63794 11.37413 15.56403
H 11.45590 11.70895 14.21598
H 12.29303 13.09597 15.08913
H 16.91479 10.90690 15.62267
H 17.49030 12.48214 15.00865
H 18.62636 11.15759 15.16244
H 16.88123 8.92709 14.08292
H 18.40240 9.22090 13.58838
H 17.13906 9.07403 12.28750
H 18.15478 12.75299 12.67156
H 17.94823 11.50316 11.45847
H 19.15419 11.32761 12.77614
H 8.85541 11.03653 9.36304
H 8.66042 9.46988 8.71960
H 8.90655 10.85143 7.66314
H 10.39012 10.39863 10.97112
H 11.87579 9.36795 10.52917
H 10.27359 8.75431 10.56780
H 11.23088 9.21599 6.80894
H 10.65486 8.17344 8.10266
H 12.22748 8.74327 8.22464
O 14.18149 19.68193 10.27265
C 13.66608 18.62191 10.34185
O 14.22661 17.54435 10.87478
C 12.21329 18.38140 9.97530
P 11.51175 17.16317 11.11954
C 10.04467 16.57094 10.31595
C 9.75723 15.15760 10.23726
C 8.53298 14.75198 9.74357
C 7.59898 15.73525 9.30698
C 7.93728 17.06740 9.38920
C 9.09555 17.52841 9.91292
C 10.87179 18.23431 12.44258
C 9.76085 17.83484 13.20729
C 9.29059 18.46682 14.32035
C 9.95755 19.60385 14.72865
C 11.04979 20.10636 14.03072
C 11.48437 19.45431 12.84874
H 12.21784 17.92306 8.98466
H 11.76320 19.36787 9.91323
H 10.45590 14.44267 10.66970
H 8.19273 13.71397 9.73449
H 6.60338 15.37760 9.04647
H 7.10582 17.81237 9.27265
H 9.28538 18.57880 10.18918
H 9.37253 16.90144 12.89520
H 8.46237 17.91571 14.83963
H 9.78460 20.06458 15.72051
H 11.52214 21.06506 14.34155
H 12.28448 19.87559 12.31372
C 14.50160 18.22494 14.90442
O 13.92787 17.73445 13.65214
C 13.84716 16.44609 13.34998
C 14.26126 15.45699 14.41541
H 14.60343 19.28090 14.79466
H 15.45655 17.75666 15.14275
H 13.73155 18.05040 15.70250
H 13.75282 15.62168 15.35793
H 15.34114 15.64626 14.63388
H 14.15410 14.43068 14.03439
```

Output
* <S²>: 3.808
* 2S+1: 4
* total charge: +1


Ordering by calculated energy gives the sequence model B, model A, with the first entry being the most stable.


Model A:
DFT (the ωB97M-V functional and the def2-TZVPD basis) results for 2 unconnected molecules or ions with the total composition C6H13O2.

XYZ file:
```
21
C6H13O2 the ωB97M-V functional and the def2-TZVPD basis
C 0.76793 -0.41673 1.14813
C -0.71683 -0.67177 1.30496
C 1.48766 0.22660 2.33739
C 1.52737 -1.63378 0.59573
H 0.92537 0.35524 0.39017
H -1.32471 0.18443 1.00951
H 1.57282 -0.43259 3.21276
H 2.51262 0.41823 2.00274
H 1.01456 1.15123 2.67354
H 2.44219 -1.84595 1.15287
H 0.96710 -2.58093 0.64901
H 1.71420 -1.52793 -0.47689
H -1.04426 -0.81001 2.35036
H -1.07543 -1.48089 0.66219
C -1.91007 1.73028 -3.06964
C -1.05641 0.71566 -2.23108
O -0.22134 1.26554 -1.46801
O -1.24398 -0.49915 -2.44136
H -1.14370 2.35516 -3.52996
H -2.63562 2.34192 -2.52595
H -2.55948 1.15545 -3.74646
```

Output
* total charge: -1


Model B:
DFT (the ωB97M-V functional and the def2-TZVPD basis) results for 2 unconnected molecules or ions with the total composition C6H13O2.

XYZ file:
```
21
C6H13O2 the ωB97M-V functional and the def2-TZVPD basis
C -0.86095 -2.03681 0.68748
O -0.81940 -3.20143 -0.04235
C 0.28882 -1.09267 0.33302
C 0.16282 0.28639 1.00725
C -0.60607 1.28075 0.17375
C -1.67447 1.89277 0.66572
C -0.30374 1.44619 -1.29399
H -0.85210 -2.40715 1.74394
H -1.82304 -1.46008 0.60406
H 0.27582 -1.03911 -0.75451
H 1.20175 -1.59242 0.66904
H 1.10941 0.69387 1.37674
H -0.43217 0.16281 1.91261
H -2.24284 2.68070 0.16536
H -2.17031 1.76178 1.62453
H -0.33774 2.47485 -1.63934
H -1.05837 0.90180 -1.85319
H 0.63027 1.00825 -1.57644
H 3.00508 -0.75394 -2.02862
H 3.42379 -0.78940 -0.53937
O 3.08344 -0.21714 -1.23572
```

Output
* total charge: -1


Model C:
DFT (the ωB97M-V functional and the def2-TZVPD basis) results for 2 unconnected molecules or ions with the total composition C6H13O2.

XYZ file:
```
21
C6H13O2 the ωB97M-V functional and the def2-TZVPD basis
C -1.00030 -0.59358 1.41439
C -1.10247 0.94557 1.43361
C -2.30774 -1.30301 1.82092
H -0.84241 -0.86152 0.36924
H -0.17564 -0.90571 2.05809
H -1.99567 1.24802 0.89126
H -0.25399 1.35894 0.88648
H -2.28553 -1.65208 2.85461
H -3.17066 -0.63232 1.77548
H -1.14510 1.31191 2.46374
H -2.50555 -2.13303 1.14110
C 1.50974 -0.24672 -1.55487
C 2.86694 0.48337 -1.64738
C 0.22553 0.67437 -1.98787
O 0.49418 1.86774 -2.22553
O -0.84575 0.03400 -1.99214
H 1.52793 -1.16889 -2.13500
H 1.35187 -0.50651 -0.50158
H 3.44628 0.24766 -2.55307
H 3.54270 0.28024 -0.81509
H 2.66565 1.55155 -1.69640
```

Output
* total charge: -1


Ordering by calculated energy gives the sequence model C, model A, model B, with the first entry being the most stable.


Model A:
DFT (the ωB97M-V functional and the def2-TZVPD basis) results for a single C6H6O molecule.

XYZ file:
```
13
C6H6O the ωB97M-V functional and the def2-TZVPD basis
C -1.12911 0.40465 -0.01956
C -0.29190 -0.82100 -0.14656
C -2.44967 0.50873 0.02815
C -1.06585 -2.03814 -0.03131
C 1.04032 -0.47182 -0.04524
C 1.72483 0.87460 0.10928
O -3.59396 0.51572 0.19811
H -0.74261 1.35766 0.33805
H -1.04658 -2.59338 -0.92388
H 1.80267 -1.32927 0.12808
H 2.48275 0.65116 0.75855
H 1.15879 1.64000 0.43743
H 2.11034 1.30108 -0.83110
```

Output
* total charge: 0


Model B:
DFT (the ωB97M-V functional and the def2-TZVPD basis) results for a single C6H6O molecule.

XYZ file:
```
13
C6H6O the ωB97M-V functional and the def2-TZVPD basis
C 1.84389 1.08532 -0.98436
C 0.81071 0.59074 -0.60341
C 0.03255 0.71550 0.62613
C -1.08290 -0.40499 0.76263
O -0.70784 -1.39957 1.68900
C -1.22206 -0.91936 -0.60781
C -0.52929 -0.78235 -1.61015
H 2.77048 1.56891 -1.12087
H 0.75009 0.62875 1.45052
H -0.36131 1.74202 0.62381
H -1.98419 0.06492 1.15856
H -0.15198 -2.03663 1.22060
H -0.16816 -0.85326 -2.60465
```

Output
* total charge: 0


Model C:
DFT (the ωB97M-V functional and the def2-TZVPD basis) results for a single C6H6O molecule.

XYZ file:
```
13
C6H6O the ωB97M-V functional and the def2-TZVPD basis
C 1.71165 -1.56054 -0.62318
C 1.13652 -0.51714 -0.80679
C 0.38872 0.73715 -0.92560
C -0.38874 1.01816 0.37893
O 0.48125 1.14091 1.47862
C -1.39536 -0.04357 0.57344
C -2.14189 -0.98318 0.66747
H 2.20977 -2.49378 -0.48197
H 1.07125 1.57303 -1.11319
H -0.31563 0.67852 -1.76308
H -0.88206 1.99088 0.28705
H 0.91978 0.28338 1.58446
H -2.79527 -1.82382 0.74385
```

Output
* total charge: 0


Ordering by calculated energy gives the sequence model C, model B, model A, with the first entry being the most stable.